{
  "formula": "C31H35F9NO29",
  "method": "ωB97M-V/def2-TZVPD",
  "species": ["C", "C", "N", "C", "C", "O", "O", "H", "H", "H", "H", "H", "H", "H", "H", "C", "C", "O", "C", "O", "O", "F", "H", "H", "H", "C", "C", "O", "C", "O", "O", "F", "H", "H", "H", "C", "C", "O", "C", "O", "O", "F", "H", "H", "H", "C", "C", "O", "C", "O", "O", "F", "H", "H", "H", "C", "C", "O", "C", "O", "O", "F", "H", "H", "H", "C", "C", "O", "C", "O", "O", "F", "H", "H", "H", "C", "C", "O", "C", "O", "O", "F", "H", "H", "H", "C", "C", "O", "C", "O", "O", "F", "H", "H", "H", "C", "C", "O", "C", "O", "O", "F", "H", "H", "H"],
  "coordinates": [[-3.27, -3.86, -6.59], [-4.16, -2.64, -6.33], [-5.32, -2.65, -7.20], [-6.26, -3.70, -6.83], [-6.87, -3.70, -5.40], [-7.41, -4.79, -5.08], [-6.78, -2.64, -4.75], [-3.63, -4.68, -5.96], [-2.23, -3.66, -6.39], [-3.36, -4.18, -7.63], [-4.47, -2.66, -5.29], [-3.59, -1.73, -6.52], [-5.76, -1.74, -7.24], [-7.09, -3.67, -7.53], [-5.77, -4.66, -6.99], [-0.90, -5.67, -2.54], [-1.97, -5.35, -3.55], [-1.20, -4.92, -4.65], [0.02, -5.51, -4.61], [0.79, -5.56, -5.51], [0.21, -6.05, -3.38], [-2.76, -4.33, -3.14], [-0.62, -4.78, -1.99], [-1.16, -6.46, -1.85], [-2.60, -6.17, -3.88], [0.13, -1.17, -1.91], [0.94, -0.77, -0.69], [1.02, -1.99, 0.03], [0.93, -3.01, -0.87], [1.19, -4.14, -0.65], [0.50, -2.54, -2.06], [0.31, 0.15, 0.07], [-0.94, -1.09, -1.71], [0.38, -0.60, -2.81], [1.95, -0.41, -0.91], [2.81, 3.50, 2.27], [1.30, 3.65, 2.28], [0.99, 3.72, 0.91], [1.96, 3.04, 0.23], [1.86, 2.69, -0.90], [3.02, 2.81, 1.03], [0.90, 4.80, 2.89], [3.30, 4.47, 2.23], [3.20, 2.92, 3.10], [0.76, 2.82, 2.73], [-8.08, -7.57, -9.30], [-7.25, -8.12, -8.16], [-5.93, -7.86, -8.59], [-5.97, -6.77, -9.41], [-5.03, -6.13, -9.73], [-7.25, -6.52, -9.78], [-7.41, -9.47, -8.00], [-8.20, -8.33, -10.08], [-9.04, -7.19, -9.00], [-7.42, -7.63, -7.20], [7.07, 3.71, 5.74], [7.05, 2.33, 5.11], [6.11, 2.51, 4.06], [6.13, 3.81, 3.69], [5.65, 4.25, 2.70], [6.77, 4.55, 4.63], [6.61, 1.38, 5.96], [6.29, 3.80, 6.50], [8.03, 3.98, 6.18], [8.00, 2.02, 4.68], [11.22, 4.13, 2.37], [10.05, 4.07, 3.34], [10.67, 3.62, 4.52], [11.98, 4.00, 4.49], [12.70, 4.00, 5.43], [12.31, 4.40, 3.25], [9.10, 3.18, 2.96], [11.36, 3.16, 1.89], [11.12, 4.90, 1.61], [9.57, 5.03, 3.53], [-0.56, 7.14, 4.48], [-1.52, 6.93, 5.63], [-0.64, 6.66, 6.71], [0.54, 7.27, 6.45], [1.40, 7.45, 7.25], [0.60, 7.66, 5.16], [-2.34, 5.87, 5.44], [-0.30, 6.19, 4.00], [-0.91, 7.84, 3.73], [-2.13, 7.80, 5.88], [2.06, 8.75, 10.06], [1.13, 8.55, 11.23], [2.03, 8.26, 12.29], [3.22, 8.87, 12.00], [4.09, 9.03, 12.78], [3.24, 9.26, 10.71], [0.29, 7.50, 11.06], [2.29, 7.81, 9.57], [1.70, 9.46, 9.32], [0.53, 9.42, 11.50], [-6.38, -6.23, -4.09], [-7.00, -7.05, -2.96], [-5.89, -7.82, -2.49], [-4.76, -7.11, -2.76], [-3.67, -7.32, -2.33], [-5.03, -6.11, -3.61], [-7.97, -7.90, -3.39], [-6.40, -6.77, -5.03], [-6.82, -5.24, -4.24], [-7.39, -6.46, -2.13]],
  "homo_lumo_gap_ha": 0.200,
  "e_homo_ev": -4.494,
  "total_charge": -1,
  "e_tot_ev": -118040.23394
}